# 1
The following is a DFT calculation (ωB97M-V/def2-TZVPD) of C18H20F12N9O4S2SbV as an isolated structure.

Structure (XYZ):
```
67
Properties=species:S:1:pos:R:3:forces:R:3
N -0.062 -0.437 -0.259 0.15 -0.05 -0.32
C -0.584 -0.139 3.467 -0.19 0.00 0.20
C -1.048 3.397 5.408 0.00 0.02 -0.06
H -0.472 2.669 5.981 0.01 0.00 -0.01
H -3.608 -2.576 -3.429 -0.02 0.01 0.01
F 5.012 3.342 -0.224 0.02 0.05 0.03
F 2.273 0.122 1.836 -0.07 0.36 -0.07
C -1.633 -4.905 -4.341 -0.12 -0.18 -0.17
H 0.419 3.119 1.832 0.02 -0.02 -0.04
O -0.015 2.260 -0.440 -0.08 -0.10 -0.22
H -4.331 -6.374 -6.636 0.00 0.01 0.01
H -2.125 -7.439 -6.493 -0.02 0.01 0.00
N 2.053 3.158 -1.567 0.09 -0.13 -0.06
N -0.097 -0.302 2.273 0.14 0.19 -0.19
C 0.175 -2.412 -1.565 0.09 0.01 0.05
N -0.634 3.394 3.996 -0.01 0.02 0.10
C -1.871 -1.166 -1.614 -0.08 0.06 0.04
H 0.221 -1.252 2.118 -0.07 -0.05 -0.07
H -0.608 4.716 2.344 -0.02 0.01 0.01
C -1.317 -0.287 -0.720 -0.01 -0.01 0.04
H -1.350 1.180 4.823 -0.05 0.01 0.04
N 0.058 2.217 2.124 0.33 -0.11 -0.16
C -0.276 4.680 3.380 0.01 -0.01 0.01
C 4.555 2.348 -0.940 -0.04 0.00 0.01
C 0.670 -1.496 -0.678 -0.02 -0.06 0.02
S 2.715 2.184 -0.552 -0.30 0.19 0.00
C -0.018 2.285 -3.075 0.02 -0.02 0.06
Sb 3.544 0.875 3.561 -0.01 -0.40 0.12
C -1.329 -6.058 -5.091 0.02 0.21 0.15
S 0.470 3.171 -1.524 -0.03 -0.05 0.07
H -2.881 -0.981 -1.953 0.01 0.00 0.01
H -0.353 -6.519 -5.023 0.00 0.01 0.02
O 2.297 0.771 -0.690 -0.10 -0.03 0.00
O -0.108 4.459 -1.545 0.02 -0.04 0.03
F 4.662 2.584 -2.224 0.03 -0.02 0.03
H -0.546 -2.083 4.070 -0.02 -0.03 -0.03
F -1.340 2.228 -3.103 -0.02 -0.04 -0.01
C -2.313 -6.555 -5.900 -0.19 0.02 -0.07
N -0.855 -4.217 -3.457 -0.10 0.25 0.15
H -4.885 -4.349 -5.324 0.01 -0.03 -0.03
H -0.828 4.374 5.823 -0.01 0.02 -0.01
H 0.778 -3.247 -1.893 0.00 0.01 0.01
H 1.676 -1.582 -0.290 0.01 0.02 0.00
C -1.609 -3.228 -3.027 0.21 0.00 0.09
F 0.446 2.937 -4.110 0.01 0.05 -0.07
F 3.954 -0.931 3.535 0.08 -0.13 -0.02
H -0.800 5.467 3.912 0.01 0.01 0.02
H -2.120 3.216 5.510 0.00 -0.01 -0.01
F 4.637 1.231 2.112 0.12 0.18 -0.20
H -1.874 0.567 -0.358 0.01 0.02 -0.01
N -0.839 -1.148 4.301 0.02 0.07 -0.07
F 5.111 1.211 -0.615 0.04 -0.04 0.00
F 1.927 0.412 4.422 -0.15 -0.04 0.19
N -2.862 -3.231 -3.583 0.04 -0.08 -0.11
C -3.908 -4.810 -5.257 -0.16 -0.26 -0.29
H -1.087 -0.988 5.263 0.00 0.00 0.03
C -0.481 2.268 3.331 -0.25 -0.05 0.37
O 2.381 2.533 0.845 -0.05 -0.13 -0.08
H 0.800 4.852 3.446 0.01 -0.01 -0.01
F 4.692 1.314 4.932 -0.06 -0.05 0.14
N -0.938 1.110 3.908 0.28 0.02 -0.07
V 0.825 0.918 0.936 0.32 0.22 0.53
F 0.484 1.055 -3.038 -0.03 0.02 0.00
F 2.787 2.588 3.537 -0.15 0.14 -0.31
C -2.906 -4.304 -4.440 0.32 -0.02 0.21
C -3.587 -5.939 -5.981 0.00 0.10 0.07
C -1.124 -2.259 -2.069 -0.05 -0.15 -0.14
```
Positions in Å, forces in eV/Å.

For the energy above the lowest of the compared OMol25 structures with the same formula, charge and spin, the calculation gives 16.97 kcal/mol. The largest force on an atom is 0.7 eV/A. The charge is +2. The LUMO energy (alpha / beta) is -8.842 / -8.063 eV. As for the multiplicity: 2.

---

# 2
The following is a DFT calculation (ωB97M-V/def2-TZVPD) of a 2-piece molecular cluster, C26H27F3NO3P overall at a distorted geometry.

Structure (XYZ):
```
61
Properties=species:S:1:pos:R:3:forces:R:3
C -2.114 -3.113 2.404 0.08 -0.35 0.13
C -1.061 -0.533 -0.065 -0.14 0.40 0.74
H 0.659 -4.081 0.691 -0.08 0.10 0.23
C 0.720 0.356 4.770 -0.11 0.13 0.14
H 1.160 3.445 -3.175 -0.26 -0.37 -0.20
C -0.222 -4.155 1.325 -0.27 -0.06 0.36
C 4.322 2.513 -2.358 0.29 -0.28 0.10
C 5.016 1.438 -2.924 -0.04 -0.02 0.00
C 0.713 2.598 -3.712 0.16 0.47 -0.28
F 6.301 2.168 -4.783 0.15 -0.43 1.11
C -4.071 1.511 0.091 0.01 -0.04 0.12
H 1.759 -0.496 3.076 -0.41 0.02 0.08
H -3.332 -4.397 3.636 0.12 -0.01 -0.22
H -3.665 2.401 -0.409 0.01 -0.11 0.22
C -1.914 0.584 0.275 0.96 -0.13 -0.14
C -1.687 0.456 4.597 0.24 0.00 -0.27
H -0.016 -6.277 1.612 -0.17 0.18 0.08
N 0.198 1.581 -2.785 1.21 -0.75 1.32
H -1.234 -0.990 -1.037 -0.46 -0.64 0.48
H -5.921 0.395 0.136 0.02 0.00 -0.01
H -0.137 2.962 -4.286 0.17 0.00 0.01
H -2.745 -2.246 2.585 0.25 -0.25 0.05
C 3.038 2.310 -1.889 -0.56 -0.43 -0.33
H 1.465 2.192 -4.406 -0.25 -0.06 0.38
C -0.604 -5.390 1.851 -0.30 0.02 0.09
O -1.572 1.635 0.823 -0.72 -0.64 -0.25
F 7.110 2.572 -2.772 -0.66 -0.77 -0.70
H -2.547 -0.236 2.761 0.37 0.06 0.10
C 2.403 1.054 -2.059 1.87 0.64 -0.02
H -1.407 0.226 -2.916 0.01 0.53 0.04
C 3.171 -0.044 -2.513 -0.99 0.46 0.09
C -1.714 -5.488 2.704 0.19 0.23 -0.10
O -3.207 0.383 -0.153 -0.41 0.93 0.00
C 4.456 0.165 -2.989 0.24 0.16 0.13
H -4.099 1.696 1.174 0.11 0.14 -0.30
H -5.429 0.915 -1.477 -0.01 0.04 0.04
C -0.517 0.700 5.329 0.00 -0.17 -0.28
C -0.944 -2.996 1.644 0.15 -0.31 -0.19
H 4.793 3.494 -2.300 -0.11 -0.29 0.09
C 0.964 0.912 -1.952 -0.41 0.73 -1.69
H -1.981 -6.447 3.167 0.12 0.44 -0.25
H -0.574 1.160 6.320 0.04 -0.23 -0.36
P -0.190 -1.379 1.196 0.20 0.74 -1.08
H -2.669 0.690 5.009 0.30 0.06 -0.04
H 2.485 3.135 -1.438 0.15 -0.21 -0.13
F 7.122 0.518 -3.569 -0.66 1.10 0.00
C -2.471 -4.340 2.970 0.18 -0.09 -0.28
O 1.250 -1.580 0.826 0.09 -0.38 0.24
H 2.711 -1.030 -2.549 0.13 0.20 -0.03
H -1.714 1.668 -1.900 0.19 -0.12 -0.38
H 1.649 0.526 5.322 -0.38 0.01 -0.14
H -6.089 2.096 -0.331 0.06 -0.09 0.01
C -0.380 -0.473 2.774 0.03 0.20 -0.02
C -1.614 -0.095 3.313 0.05 0.08 0.57
C -1.237 1.311 -2.827 -0.77 -0.27 0.34
H 0.525 0.187 -1.278 -0.69 -0.39 0.50
H 5.027 -0.657 -3.416 -0.14 0.18 0.20
C 0.788 -0.224 3.503 -0.10 -0.08 0.01
C 6.385 1.670 -3.503 0.98 0.12 -0.37
C -5.457 1.208 -0.424 -0.04 -0.17 -0.14
H -1.657 1.837 -3.685 0.00 -0.21 0.17
```
Positions in Å, forces in eV/Å.

The largest force on an atom is 2.0 eV/A. The LUMO energy is -1.408 eV. As for the multiplicity: 1.